(1)
The following is a quantum chemistry calculation of a cluster of 2 separate species, C45H44N5O in total, from the Open Molecules 2025 dataset.

XYZ file:
```
95
Properties=species:S:1:pos:R:3:forces:R:3:lowdin_charge:R:1
C 4.40197 4.64873 4.45782 -0.22 0.18 -0.29 -0.05
N 4.68852 3.22820 4.54574 0.63 0.14 -0.32 -0.23
C 5.70211 2.90629 5.52967 -0.37 -0.58 0.53 -0.06
C 3.86445 2.25947 3.98643 -0.34 0.07 -0.36 -0.19
C 3.90845 2.03872 2.57563 -0.23 0.33 0.37 0.03
C 2.99256 1.21502 1.96992 -0.28 0.25 -0.25 0.02
C 1.99892 0.52658 2.72672 -0.09 -0.04 -0.12 -0.17
C 0.96531 -0.16167 2.04106 0.74 -0.06 1.20 0.14
C -0.04291 -0.93187 2.69792 -1.12 -0.24 0.37 -0.19
C -0.40823 -2.19222 2.15176 0.57 0.43 -0.44 0.00
C -1.29358 -3.03207 2.78206 -0.46 -0.09 0.57 0.02
C -1.92581 -2.63086 3.98753 0.48 0.53 -0.17 -0.21
N -2.97893 -3.39174 4.49743 -0.42 -0.84 -0.26 -0.24
C -2.78829 -4.52963 5.37799 0.41 0.04 0.11 -0.06
C -4.32581 -2.85650 4.52901 0.16 0.69 0.17 -0.07
C -1.54864 -1.38821 4.57341 -0.41 -0.46 -0.64 0.02
C -0.70579 -0.53149 3.89420 0.74 0.02 -0.04 -0.02
C 2.11464 0.59329 4.15260 -0.37 0.09 0.17 0.02
C 2.96568 1.48787 4.76871 0.20 -0.27 -0.31 0.03
H 3.92375 4.91067 3.50559 0.11 -0.09 0.20 0.09
H 3.74690 4.98123 5.28312 0.11 -0.06 -0.22 0.10
H 5.35231 5.18971 4.54761 -0.31 -0.01 -0.17 0.09
H 6.17716 1.94838 5.27938 -0.07 0.27 0.13 0.10
H 6.45939 3.70218 5.51621 -0.19 -0.34 0.00 0.09
H 5.27973 2.83978 6.54501 0.28 0.02 -0.02 0.09
H 4.66009 2.56889 1.98832 -0.24 -0.13 0.22 0.13
H 2.98003 1.10587 0.88488 0.03 0.00 0.32 0.10
H 0.98676 -0.16339 0.95709 0.26 -0.15 -0.29 0.11
H 0.06305 -2.49547 1.21370 -0.22 0.01 0.36 0.10
H -1.58613 -3.98535 2.32634 0.14 0.42 0.23 0.13
H -1.90619 -5.10968 5.07969 -0.20 0.08 0.09 0.09
H -2.66214 -4.21080 6.42901 0.01 -0.17 -0.18 0.09
H -3.68217 -5.16684 5.32556 0.38 0.08 -0.03 0.09
H -4.54059 -2.29785 3.60751 0.03 -0.14 0.26 0.10
H -5.02379 -3.69887 4.60831 0.12 0.29 -0.07 0.09
H -4.47633 -2.18892 5.39275 -0.25 -0.07 -0.13 0.09
H -1.95150 -1.09571 5.54069 -0.21 0.00 -0.32 0.13
H -0.54481 0.48003 4.27149 -0.01 -0.33 -0.05 0.12
H 1.46699 -0.02810 4.77389 0.25 0.25 -0.24 0.11
H 2.89441 1.63461 5.84804 0.29 -0.13 -0.31 0.13
C 2.50767 0.90157 -1.63996 -0.84 -0.08 -0.25 -0.04
O 1.26215 0.31166 -1.21452 1.86 -0.94 1.53 -0.20
C 0.08256 0.87589 -1.57535 -1.72 -0.23 -1.56 -0.24
C 0.00193 2.34007 -1.53727 0.43 0.64 0.09 -0.22
C 0.00155 3.05707 -2.75206 -0.24 -0.02 0.67 -0.03
C -0.22486 4.43061 -2.74477 0.16 -0.05 0.01 -0.06
C -0.32577 5.10483 -1.52363 0.09 -0.03 -0.13 -0.08
C -0.14647 4.41823 -0.31596 0.18 0.11 -0.04 -0.08
C 0.04084 3.04025 -0.31453 -0.26 -0.06 -0.87 -0.04
C -0.80522 0.08637 -2.30261 2.71 1.60 -0.03 -0.08
N -1.88266 0.52660 -3.03220 -0.54 -0.48 -0.39 -0.01
C -2.66532 1.69430 -2.99881 -0.49 0.30 -0.07 -0.21
C -3.19393 2.12865 -4.22052 -0.01 0.53 0.05 -0.02
C -3.91831 3.32309 -4.26812 0.23 -0.24 0.44 -0.07
C -4.14754 4.04110 -3.08787 0.00 -0.02 -0.04 -0.09
C -3.70370 3.54528 -1.85732 0.19 -0.09 -0.36 -0.08
C -2.95948 2.36691 -1.80980 0.03 0.04 -0.21 -0.03
N -2.20249 -0.36471 -4.03305 0.49 -2.10 0.54 0.18
C -1.43342 -1.41526 -3.84359 -0.57 1.55 0.13 -0.21
C -1.67013 -2.72371 -4.44410 -0.64 -0.81 -0.51 -0.15
C -1.33905 -3.92867 -3.77707 0.00 0.91 -0.42 -0.02
C -1.68255 -5.15184 -4.33632 -0.23 0.26 -0.19 -0.07
C -2.41581 -5.19299 -5.52846 0.21 0.18 0.08 -0.07
C -2.78148 -4.00455 -6.17942 0.11 -0.26 0.25 -0.07
C -2.41870 -2.77356 -5.63741 0.31 -0.20 0.16 -0.02
N -0.50608 -1.18210 -2.83260 -0.73 -0.11 0.24 0.11
C 0.71689 -1.90313 -2.70896 -0.15 0.12 -0.20 -0.24
C 1.11068 -2.36584 -1.46701 0.44 -0.49 0.33 -0.04
C 2.28590 -3.10717 -1.34328 -0.33 0.16 -0.29 -0.07
C 3.06146 -3.36976 -2.47965 0.06 0.22 0.03 -0.08
C 2.67448 -2.86614 -3.72511 -0.25 -0.13 0.26 -0.06
C 1.47518 -2.15866 -3.84625 0.27 0.05 0.01 0.00
H 3.27880 0.12944 -1.53006 -0.27 0.10 -0.02 0.10
H 2.42515 1.20315 -2.69610 0.19 0.03 0.33 0.11
H 2.74508 1.76584 -1.00207 -0.01 -0.04 -0.42 0.08
H 0.17228 2.50886 -3.68104 -0.34 0.18 0.20 0.13
H -0.30969 4.95722 -3.70192 0.07 -0.07 0.49 0.11
H -0.49124 6.18298 -1.52748 0.00 -0.30 0.09 0.11
H -0.13862 4.95936 0.63051 -0.06 -0.04 -0.26 0.10
H 0.19862 2.47335 0.60292 -0.23 0.18 -0.06 0.10
H -2.99851 1.55093 -5.12385 -0.07 0.25 0.31 0.11
H -4.27744 3.68900 -5.23076 0.05 -0.06 0.32 0.11
H -4.66326 4.99966 -3.12322 0.02 -0.27 -0.01 0.10
H -3.90990 4.09825 -0.93998 0.07 -0.18 -0.25 0.11
H -2.55624 1.98755 -0.87572 -0.17 0.08 -0.09 0.11
H -0.81402 -3.86885 -2.82653 -0.08 -0.19 -0.22 0.11
H -1.37999 -6.06116 -3.82318 -0.17 0.08 -0.16 0.11
H -2.68932 -6.16193 -5.94377 0.02 0.27 0.01 0.11
H -3.35394 -4.05047 -7.10866 0.18 0.05 0.33 0.11
H -2.71123 -1.83820 -6.12059 0.11 -0.34 0.16 0.12
H 0.49209 -2.13688 -0.59989 0.17 -0.07 -0.36 0.09
H 2.57519 -3.48210 -0.36300 0.04 0.03 -0.24 0.10
H 3.98092 -3.94612 -2.37942 -0.23 0.15 -0.08 0.11
H 3.29160 -3.02346 -4.60857 -0.15 -0.07 0.24 0.11
H 1.13383 -1.79910 -4.81980 0.14 -0.06 0.32 0.13
```
Positions in Å, forces in eV/Å.

The total charge is +1. The calculation puts the largest force on an atom at 3.15 eV/Å. As for the lowest unoccupied orbital energy: -5.12 eV. For the frontier orbital gap, the calculation gives 3.23 eV. As for the energy: -56867.0757 eV.

=====

(2)
The following is a quantum chemistry calculation of a structure of composition C45H44P2Ti, from the Open Molecules 2025 dataset.

XYZ file:
```
92
Properties=species:S:1:pos:R:3:forces:R:3:mulliken_spin:R:1
Ti -0.47088 -0.44463 1.42070 1.89 0.50 2.18 2.07
C 4.74900 1.78678 -0.30809 0.43 0.12 -0.09 0.00
C 3.93840 2.05127 -1.32809 -0.77 0.60 0.05 0.00
C 3.53964 1.19626 -2.50686 0.04 0.09 -0.36 0.00
C 2.61985 -0.00252 -2.21367 -0.78 -0.02 -0.57 -0.04
C 3.26847 -1.27365 -1.76092 -0.37 0.05 1.50 0.00
C 4.41652 -1.38910 -1.07949 0.49 0.34 -0.14 0.00
C 5.65011 -0.48211 -1.13921 -0.18 0.17 0.44 0.00
C 5.72480 0.67180 -0.10183 -0.45 -1.22 0.14 0.00
C -0.78122 -0.28738 3.57843 -0.47 -0.44 -1.47 -0.07
H 4.73767 2.47054 0.52785 0.09 0.45 0.01 0.00
H 3.41328 3.03071 -1.32256 0.21 -0.75 0.35 0.00
H 4.44133 0.82584 -3.00980 -0.50 0.16 -0.24 0.00
H 2.98935 1.83524 -3.21408 0.35 -0.10 0.13 0.00
H 1.81956 0.21895 -1.44701 0.93 0.14 -0.35 0.04
H 1.98793 -0.20417 -3.10279 0.47 0.06 0.07 0.00
H 2.52082 -2.07589 -1.66955 0.42 0.09 0.18 0.00
H 4.54656 -2.20182 -0.37086 -0.09 -0.44 -0.46 0.00
H 5.71046 -0.05291 -2.13178 0.40 -0.11 -0.06 0.00
H 6.55113 -1.10068 -0.97376 -0.45 0.09 -0.22 0.00
H 5.50224 0.24693 0.89294 0.22 0.12 -0.26 0.00
H 6.77920 1.01110 -0.05243 -0.60 0.23 -0.09 0.00
H 0.05663 -0.14970 4.28076 -0.59 -0.05 -0.45 0.02
H -1.16894 -1.35245 3.55444 -0.01 0.81 0.61 -0.03
H -1.57617 0.47859 3.63334 0.01 -0.54 0.55 0.00
P -2.64935 0.98104 -0.62727 -1.16 1.96 -1.38 0.04
P -2.22824 -1.69665 -0.14960 -0.99 -3.02 -1.40 -0.01
C -2.19213 0.08633 -2.14200 0.41 -1.25 0.88 -0.03
C -2.11473 -1.24475 -1.92942 -0.50 1.59 0.48 0.00
C -4.25410 1.73219 -1.25608 -0.16 0.08 0.11 0.02
C -4.68350 1.71453 -2.59307 -0.09 0.13 0.25 0.00
C -5.84344 2.39128 -2.98550 0.04 -0.18 0.24 0.00
C -6.62154 3.05556 -2.03699 0.34 -0.07 0.05 0.00
C -6.22010 3.06030 -0.69874 -0.02 -0.07 -0.11 0.00
C -5.05291 2.40221 -0.31338 0.02 -0.14 -0.40 0.00
C -1.54396 2.41549 -0.80497 -0.73 -0.41 -0.10 -0.15
C -0.40602 2.28711 -0.02828 0.38 -0.17 0.43 -0.01
C 0.49837 3.32687 -0.00931 0.40 0.22 0.04 0.00
C 0.25820 4.49975 -0.72740 0.12 -0.02 0.03 0.00
C -0.85394 4.58403 -1.57609 -0.03 -0.04 0.20 0.00
C -1.77525 3.52528 -1.63444 1.00 0.26 0.46 0.00
C -3.96622 -2.58416 -0.40915 0.32 -0.06 0.13 0.03
C -5.09956 -1.82245 -0.72746 -0.23 0.12 0.18 0.00
C -6.33806 -2.41631 -1.02196 0.70 -0.36 0.26 0.00
C -6.49006 -3.80534 -0.99126 0.44 0.32 -0.03 0.00
C -5.37131 -4.57628 -0.68591 0.38 0.53 0.03 0.00
C -4.11739 -3.97779 -0.42772 -0.42 -0.14 0.22 0.00
C -1.11192 -3.16638 -0.20949 -0.66 0.35 0.02 0.04
C -0.99289 -3.81770 1.01935 0.39 0.20 0.07 -0.01
C -0.22883 -4.97338 1.09515 -0.15 0.01 0.35 -0.01
C 0.37023 -5.48870 -0.04295 0.18 -0.51 -0.36 0.01
C 0.26360 -4.81972 -1.26192 0.15 0.04 -0.06 0.00
C -0.45937 -3.63884 -1.35232 0.01 0.13 0.06 0.04
H -1.98909 0.61163 -3.06032 -0.25 -0.08 -0.41 0.00
H -2.12834 -2.01994 -2.68616 0.34 0.12 -0.08 0.01
H -4.12494 1.15906 -3.33854 -0.02 0.13 0.03 0.00
H -6.14276 2.37934 -4.03403 0.05 -0.02 0.28 0.00
H -7.53363 3.56217 -2.34057 0.15 -0.05 0.07 0.00
H -6.82799 3.57442 0.04640 0.18 -0.16 -0.17 0.00
H -4.76155 2.38428 0.72970 0.02 0.10 0.05 0.00
H -0.17250 1.39954 0.66222 -0.27 1.69 -1.08 0.08
H 1.38552 3.18961 0.58237 0.30 0.25 0.21 -0.01
H 0.95546 5.34521 -0.59496 -0.46 -0.53 -0.31 0.00
H -1.00514 5.49658 -2.16136 -0.03 -0.40 0.16 0.00
H -2.62748 3.57321 -2.31070 0.09 -0.04 0.33 0.00
H -5.04099 -0.73575 -0.71935 -0.03 -0.15 -0.09 0.00
H -7.18916 -1.80312 -1.25223 -0.14 0.30 -0.07 0.00
H -7.45476 -4.26807 -1.22241 0.40 0.17 0.16 0.00
H -5.47342 -5.65116 -0.63899 0.16 -0.08 -0.04 0.00
H -3.28101 -4.63458 -0.20558 -0.05 0.14 -0.02 0.00
H -1.44261 -3.36418 1.92422 0.17 -0.46 -0.56 -0.01
H -0.10782 -5.45512 2.05647 0.03 -0.13 -0.05 0.00
H 0.91611 -6.44080 0.00207 -0.17 0.54 0.05 0.00
H 0.75285 -5.19841 -2.15555 0.00 -0.06 0.21 0.00
H -0.48606 -3.07562 -2.29911 -0.01 -0.51 0.61 0.00
C 4.33293 3.12137 4.36713 -0.27 -0.31 -0.04 0.00
C 3.00486 3.34574 3.93809 -0.44 -0.04 -0.09 0.00
C 2.23847 2.34141 3.35373 0.12 0.77 -0.11 -0.01
C 2.76922 1.07584 3.02539 1.44 -1.06 0.61 0.00
C 2.02909 -0.00460 2.40222 -1.02 0.06 -1.22 -0.09
C 2.69908 -1.20396 2.24482 0.62 0.43 0.33 0.05
C 4.06533 -1.38301 2.63458 0.13 -0.43 0.34 0.01
C 4.79362 -0.39266 3.23798 -0.35 -0.18 -0.14 0.00
C 4.15179 0.84343 3.46557 -0.62 1.09 0.45 -0.01
C 4.85652 1.86254 4.18909 -0.40 0.26 -0.74 0.00
H 4.90331 3.92586 4.85656 -0.31 -0.51 -0.25 0.00
H 2.57745 4.33834 4.10115 -0.05 -0.35 -0.04 0.00
H 1.19117 2.53588 3.10960 0.24 -0.03 0.01 0.02
H 2.16978 -2.06471 1.83115 0.22 -0.01 -0.06 0.01
H 4.55791 -2.34760 2.53690 -0.20 -0.07 -0.26 0.00
H 5.84162 -0.52146 3.56113 -0.68 -0.05 -0.22 0.00
H 5.85580 1.65877 4.53385 0.27 -0.20 0.06 0.00
```
Positions in Å, forces in eV/Å.

The energy above the lowest of the compared OMol25 structures with the same formula, charge and spin is 60.1 kcal per mole. The calculation puts the largest force on an atom at 3.47 eV/Å. The multiplicity is 3. As for the lowest unoccupied orbital energy (alpha / beta): -0.20 / -0.19 eV. For the frontier orbital gap (alpha / beta), the calculation gives 6.53 / 6.50 eV. As for the energy: -89063.7322 eV.